{"formula": "C27H50BN2OS2", "method": "ωB97M-V/def2-TZVPD", "species": ["H", "H", "H", "H", "H", "H", "C", "H", "H", "C", "H", "C", "H", "N", "H", "C", "B", "H", "C", "H", "H", "C", "H", "C", "H", "H", "C", "H", "H", "H", "H", "C", "H", "C", "H", "C", "S", "H", "C", "H", "H", "H", "C", "C", "C", "H", "C", "H", "C", "H", "H", "H", "H", "O", "C", "C", "C", "C", "H", "N", "H", "H", "C", "H", "H", "H", "H", "H", "H", "H", "C", "H", "C", "C", "C", "H", "H", "H", "C", "H", "H", "H", "S"], "xyz": [[-2.475, -2.008, -0.576], [3.505, -2.755, -4.113], [-3.367, -1.972, 1.462], [4.713, -1.005, -2.230], [2.112, -2.046, 2.056], [-6.093, -3.216, 1.500], [0.132, 3.265, 3.993], [0.818, 3.370, 4.825], [-1.290, 0.555, -1.476], [-1.774, 0.042, -0.640], [0.374, -2.152, 1.763], [0.929, 3.909, 0.306], [3.668, -3.471, -0.181], [1.126, -0.190, 1.764], [2.801, 4.474, -0.558], [-3.034, 2.008, -0.036], [0.504, 0.450, 0.621], [2.913, 0.999, 1.443], [-5.226, -2.970, 0.898], [-1.113, 2.525, -0.661], [1.162, -2.290, -4.348], [2.218, 3.932, 2.753], [-2.363, -1.433, -2.896], [-4.418, -0.172, -0.451], [3.986, 4.460, 1.662], [4.109, -1.786, -0.038], [1.292, -1.632, 1.484], [3.270, -3.535, -2.523], [5.526, -2.080, -3.328], [2.121, 1.197, 2.993], [-2.749, 1.017, 2.374], [2.934, 4.231, 1.591], [-4.597, -3.850, 0.833], [5.389, -2.872, -1.376], [-0.761, 3.864, 4.140], [0.969, -2.203, -3.281], [-3.563, 3.294, -1.250], [1.931, 1.391, -0.369], [-1.612, -1.434, -0.910], [-2.802, 2.935, -2.299], [-1.801, 4.104, 1.069], [-4.665, -1.806, 2.588], [-4.437, -1.809, 1.524], [-1.504, 2.172, 0.286], [0.205, 3.586, 1.466], [-0.539, -0.937, -4.128], [0.852, 3.601, 2.715], [-4.574, 0.344, 1.665], [-0.212, -1.211, -3.127], [-5.206, 0.409, -0.924], [-4.350, -1.102, -1.005], [-5.947, -0.442, 0.958], [-0.772, -1.846, -0.355], [1.154, 0.841, -0.520], [-1.447, -1.772, -2.408], [3.455, -2.594, -3.041], [-4.858, -0.446, 0.981], [-1.260, 3.201, 1.366], [0.437, 3.906, -0.655], [-3.178, 0.646, -0.704], [1.465, -1.852, 0.427], [2.228, -1.614, -1.613], [2.275, -1.678, -2.698], [5.505, -3.907, -1.686], [0.735, -3.186, -2.880], [2.719, 3.927, 3.710], [-1.649, 2.897, 2.326], [5.073, -3.003, 0.795], [0.168, -0.293, -2.681], [-5.589, -2.719, -0.098], [2.288, 4.234, 0.359], [3.034, -0.261, 2.656], [-1.098, 0.700, 0.555], [2.357, 0.469, 2.224], [4.800, -2.054, -2.516], [-3.287, 0.880, -1.686], [2.496, -0.691, -3.103], [6.374, -2.492, -1.113], [4.518, -2.795, -0.114], [-0.183, 2.220, 3.976], [-3.730, 2.211, 0.766], [-1.391, -2.854, -2.477], [-1.726, 0.171, 2.197]], "mulliken_charge": [0.087, 0.525, 0.009, 0.338, 0.512, 0.401, -1.632, 0.392, 0.598, -0.816, 0.180, -0.697, 0.266, 0.251, 0.493, -1.153, -0.145, 0.303, -1.457, 0.587, 0.317, -0.423, 0.402, -0.782, 0.418, -0.048, -0.861, 0.394, 0.357, 0.211, 0.139, -0.750, 0.368, -0.825, 0.416, -1.093, -0.101, 0.151, 0.095, 0.169, 0.472, 0.502, -0.144, -0.411, 0.878, 0.482, 0.925, 0.419, -0.161, 0.316, 0.569, 0.555, -0.109, -0.706, -1.679, -0.837, -0.888, -1.292, 0.399, 0.199, 0.021, -0.362, 0.300, 0.333, 0.391, 0.387, 0.339, 0.465, -0.028, 0.331, -0.688, 0.373, 2.063, -0.976, -0.740, 0.743, 0.284, 0.377, -0.688, 0.297, 0.332, 0.711, -0.350], "largest_force_ha_per_bohr": 0.0406, "homo_energy_ev": -11.3, "spin_multiplicity": 1, "energy_ha": -2064.58907, "orbital_gap_ev": 8.77, "charge": 1, "smiles": "CCCCCCCCC[C@H]1[N@@H+](CCCC)[C@H](S)[C@@H](Cc2ccccc2C)[C@]1(S)B(O)N(C)C", "lumo_ev": -2.49}


{"formula": "C27H50IrOP2", "method": "ωB97M-V/def2-TZVPD", "species": ["C", "C", "H", "C", "C", "H", "C", "H", "H", "P", "H", "H", "C", "H", "C", "C", "H", "H", "H", "H", "H", "H", "H", "H", "H", "H", "H", "C", "H", "H", "P", "H", "H", "H", "H", "H", "C", "H", "H", "C", "C", "C", "H", "H", "H", "C", "H", "H", "H", "H", "C", "C", "H", "C", "H", "O", "C", "H", "H", "H", "C", "C", "C", "Ir", "H", "C", "H", "H", "H", "H", "H", "C", "C", "H", "H", "C", "C", "H", "C", "H", "H"], "xyz": [[0.970, 0.916, 3.300], [-3.096, 0.578, 2.572], [3.407, -0.542, 3.270], [-2.579, 0.499, 1.141], [0.055, -0.454, -2.557], [-3.150, 1.614, 2.921], [-0.263, -0.988, 3.812], [-1.808, -1.510, 1.436], [0.077, -1.000, -0.349], [1.376, 0.266, -3.510], [3.048, -1.490, 1.798], [-2.463, 0.004, 3.249], [0.806, -2.807, 2.436], [-0.155, -3.244, 2.110], [2.770, 2.691, -0.793], [1.088, -2.444, -1.711], [0.948, 3.106, 1.176], [-1.147, 0.443, 5.994], [-3.487, -1.425, 0.906], [0.137, 0.340, -5.723], [3.531, -0.015, -2.530], [-4.100, 0.143, 2.613], [1.546, -2.939, 1.634], [-0.749, -2.946, 4.641], [-2.135, -2.054, 4.077], [2.988, -1.556, -3.359], [1.137, -3.398, 3.316], [0.718, -1.040, -1.266], [-3.015, 0.038, -3.674], [2.307, 2.452, -3.335], [1.125, 2.073, -0.723], [-1.615, 0.177, -4.813], [-3.810, 2.196, 0.641], [-2.796, -2.116, -3.225], [-0.021, 4.092, -0.940], [-3.465, 1.149, -0.749], [1.497, -0.255, 2.409], [1.260, -2.817, -3.882], [-0.445, 3.107, -2.310], [1.818, 2.045, 3.719], [-1.962, -1.811, -3.911], [3.023, -0.451, -3.399], [1.267, 2.712, 4.393], [2.732, 3.694, -0.434], [-1.360, -1.593, 5.579], [2.953, -0.510, 2.269], [2.084, 2.603, 2.780], [-1.278, 2.815, -0.817], [-1.696, 0.708, -1.994], [3.444, 2.097, -0.210], [-1.970, -0.257, -3.870], [-3.688, 1.159, 0.316], [-2.307, -2.185, -4.889], [-1.159, -1.932, 4.558], [3.445, 0.257, 1.645], [-1.377, 1.131, 0.968], [-0.307, 3.086, -1.233], [-4.643, 0.650, 0.465], [-0.113, 1.831, 5.651], [2.743, 1.746, 4.216], [-0.776, 1.095, 5.187], [0.910, -0.261, -5.209], [-0.097, 0.377, 4.087], [0.987, 1.475, 1.350], [3.513, -0.147, -4.354], [-1.197, 0.059, -2.698], [3.144, 2.703, -1.794], [-1.649, 1.642, 4.807], [1.828, -0.203, -5.838], [-2.194, -1.136, -0.269], [2.187, -2.578, -1.694], [-0.815, -2.663, -3.345], [0.590, -1.375, 2.783], [-1.284, -3.407, -2.694], [0.587, -1.327, -5.299], [-2.496, -0.979, 0.774], [0.543, -2.549, -3.118], [1.657, -0.541, -0.904], [1.354, 1.950, -3.044], [0.641, -3.176, -1.054], [0.426, 2.398, -3.485]], "mulliken_spin": [0.355, 0.064, 0.002, -0.069, 0.036, -0.005, 0.122, -0.008, -0.042, 0.054, 0.000, -0.006, -0.004, 0.008, 0.026, 0.090, 0.039, 0.001, 0.003, 0.004, 0.001, -0.002, -0.002, 0.000, 0.002, -0.003, 0.012, -0.029, -0.002, 0.000, 0.037, 0.024, -0.004, 0.020, -0.002, 0.003, 0.136, 0.017, -0.004, 0.084, 0.050, 0.012, -0.003, -0.001, 0.002, -0.038, 0.039, 0.002, 0.143, -0.009, -0.036, 0.023, 0.036, 0.009, -0.006, 0.788, -0.003, 0.001, -0.001, 0.035, 0.010, -0.006, -0.088, 1.312, 0.001, 0.242, 0.015, 0.002, 0.000, 0.036, 0.014, 0.785, 0.063, 0.022, -0.001, 0.095, 0.567, 0.002, -0.066, 0.005, -0.008], "largest_force_ha_per_bohr": 0.0835, "homo_energy_ev": [-11.8, -13.8], "spin_multiplicity": 6, "energy_ha": -1919.99777, "orbital_gap_ev": [4.53, 5.74], "charge": 2, "lumo_ev": [-7.29, -8.07]}